Record 1
181
Properties=species:S:1:pos:R:3:lowdin_charge:R:1 method="wB97M-V/def2-TZVPD" charge=-2 homo_ev=-3.506 total_energy_ha=-5830.9455 relative_energy_kcal_mol=0.0 homo_lumo_gap_ev=4.762
C -5.34 -1.26 -19.54 -0.026
C -6.76 -1.28 -20.12 -0.227
C -7.03 -0.02 -21.05 -0.083
O -8.16 -0.21 -21.99 -0.182
C -8.67 0.91 -22.55 -0.166
N -6.91 -2.59 -20.85 0.230
H -7.25 -2.59 -21.80 0.141
H -6.01 -3.03 -20.93 0.071
H -7.36 -3.20 -20.18 0.086
H -5.36 -0.28 -19.07 0.066
H -4.53 -1.03 -20.23 0.079
H -5.01 -1.90 -18.73 0.083
H -7.56 -1.40 -19.39 0.135
H -6.19 0.52 -21.49 0.102
H -7.39 0.72 -20.33 0.112
H -7.97 1.47 -23.18 0.075
H -9.24 1.53 -21.86 0.082
H -9.39 0.46 -23.23 0.097
P -6.01 -5.52 -20.14 0.083
O -5.52 -6.83 -19.52 -0.335
O -7.38 -5.19 -19.40 -0.369
O -6.32 -5.63 -21.64 -0.335
O -5.01 -4.38 -19.98 -0.376
C -4.98 3.93 -21.14 -0.057
O -4.24 4.60 -20.08 -0.194
C -3.02 3.91 -19.71 -0.189
C -3.23 2.53 -19.15 -0.245
O -3.54 1.46 -20.00 -0.181
C -2.33 0.97 -20.63 -0.077
H -5.64 3.16 -20.74 0.080
H -4.22 3.47 -21.77 0.065
H -5.63 4.61 -21.70 0.072
H -2.29 4.41 -19.06 0.121
H -2.46 3.88 -20.64 0.111
H -3.95 2.55 -18.33 0.130
H -2.38 2.33 -18.50 0.117
H -1.41 0.78 -20.07 0.081
H -1.95 1.74 -21.31 0.074
H -2.47 0.07 -21.23 0.089
C -14.97 -1.19 -17.20 -0.153
O -14.24 -1.67 -18.29 -0.176
C -12.81 -1.97 -18.07 -0.133
C -11.86 -0.84 -17.71 -0.159
O -11.54 -0.03 -18.89 -0.185
C -10.89 1.23 -18.70 -0.104
H -15.04 -1.89 -16.36 0.076
H -16.01 -1.04 -17.49 0.081
H -14.60 -0.28 -16.71 0.074
H -12.38 -2.44 -18.96 0.117
H -12.72 -2.71 -17.27 0.121
H -10.92 -1.35 -17.49 0.108
H -12.16 -0.21 -16.88 0.119
H -10.11 1.24 -17.94 0.064
H -11.53 2.02 -18.30 0.074
H -10.52 1.57 -19.66 0.074
C -8.81 5.90 -22.06 -0.124
O -8.87 5.44 -23.37 -0.184
C -7.90 5.80 -24.34 -0.183
C -8.27 5.21 -25.69 -0.195
O -8.04 3.81 -25.69 -0.209
C -9.21 2.92 -25.69 -0.071
H -9.38 6.83 -22.02 0.073
H -7.88 6.20 -21.56 0.086
H -9.44 5.32 -21.39 0.087
H -6.92 5.46 -23.99 0.124
H -7.91 6.88 -24.44 0.121
H -7.68 5.55 -26.53 0.122
H -9.28 5.46 -26.01 0.122
H -9.09 1.86 -25.91 0.079
H -9.98 3.16 -26.42 0.074
H -9.70 3.00 -24.72 0.079
C -4.91 2.79 -25.33 -0.324
O -3.99 3.50 -24.91 -0.024
N -5.15 1.54 -24.87 -0.167
C -5.97 0.52 -25.49 -0.041
C -4.34 1.02 -23.79 -0.058
H -5.69 3.14 -26.03 0.120
H -6.25 0.82 -26.50 0.088
H -6.87 0.45 -24.88 0.073
H -5.53 -0.47 -25.59 0.085
H -3.47 0.48 -24.16 0.098
H -4.02 1.79 -23.09 0.064
H -4.76 0.22 -23.18 0.082
C -2.87 -5.34 -22.63 0.089
C -3.56 -4.25 -23.04 -0.256
C -3.47 -3.76 -24.42 -0.315
O -3.94 -2.70 -24.79 0.094
C -2.79 -4.67 -25.38 0.070
C -2.16 -5.79 -24.91 -0.221
C -2.14 -6.27 -23.51 -0.339
O -1.60 -7.22 -23.01 0.121
O -1.43 -6.49 -25.80 0.074
O -4.24 -3.50 -22.21 0.087
H -3.06 -5.68 -21.62 0.133
H -2.58 -4.44 -26.41 0.129
H -1.17 -7.35 -25.44 0.105
H -4.41 -3.94 -21.37 -0.001
C -5.15 -4.84 -16.51 0.050
C -5.11 -6.12 -16.16 -0.243
C -5.29 -6.53 -14.73 -0.326
O -5.31 -7.63 -14.28 0.145
C -5.31 -5.41 -13.76 0.093
C -5.22 -4.07 -14.11 -0.197
C -5.07 -3.74 -15.51 -0.308
O -4.99 -2.56 -15.86 0.072
O -5.28 -3.03 -13.18 0.059
O -5.00 -7.08 -17.07 0.105
H -4.99 -4.50 -17.52 0.109
H -5.30 -5.62 -12.70 0.118
H -5.11 -2.24 -13.70 0.049
H -5.20 -6.62 -17.89 0.011
C 0.25 -3.28 -17.38 0.055
C 0.09 -4.36 -16.57 -0.161
C -1.14 -5.20 -16.60 -0.342
O -1.53 -6.00 -15.80 0.126
C -2.00 -4.84 -17.73 0.070
C -1.82 -3.77 -18.51 -0.213
C -0.73 -2.79 -18.32 -0.311
O -0.45 -1.83 -19.03 0.103
O -2.80 -3.32 -19.31 0.083
O 1.07 -4.62 -15.59 0.049
H 1.18 -2.73 -17.37 0.127
H -2.83 -5.49 -17.94 0.131
H -3.53 -3.93 -19.46 0.024
H 0.86 -5.37 -15.03 0.097
C -7.27 -3.75 -26.95 0.066
C -6.37 -4.64 -27.19 -0.293
C -5.91 -5.70 -26.34 -0.307
O -5.14 -6.63 -26.55 0.114
C -6.41 -5.46 -24.94 0.098
C -7.38 -4.57 -24.64 -0.142
C -7.92 -3.67 -25.65 -0.313
O -8.85 -2.89 -25.52 0.117
O -7.82 -4.36 -23.28 0.033
O -5.80 -4.73 -28.40 0.096
H -7.49 -3.00 -27.69 0.143
H -6.02 -5.95 -24.06 0.122
H -7.24 -4.88 -22.72 -0.007
H -5.26 -5.52 -28.36 0.096
C -10.47 -5.54 -22.49 0.069
C -10.18 -5.09 -21.28 -0.214
C -10.34 -3.65 -20.95 -0.351
O -9.81 -3.06 -20.09 0.156
C -11.02 -2.85 -21.95 0.056
C -11.32 -3.29 -23.12 -0.226
C -11.03 -4.70 -23.58 -0.318
O -11.36 -5.17 -24.65 0.097
O -11.73 -2.42 -24.11 0.057
O -9.61 -5.84 -20.27 0.059
H -10.38 -6.59 -22.72 0.133
H -11.13 -1.79 -21.76 0.140
H -11.78 -2.78 -25.00 0.097
H -8.73 -5.51 -20.09 0.001
C -9.54 -3.60 -14.64 0.044
C -9.86 -4.91 -14.49 -0.179
C -9.42 -5.96 -15.52 -0.313
O -9.68 -7.13 -15.53 0.124
C -8.66 -5.33 -16.64 0.081
C -8.46 -4.01 -16.75 -0.190
C -8.99 -3.00 -15.78 -0.359
O -9.03 -1.81 -15.91 0.115
O -7.89 -3.38 -17.84 0.047
O -10.26 -5.43 -13.30 0.071
H -9.80 -2.97 -13.80 0.131
H -8.25 -5.92 -17.44 0.126
H -7.54 -4.10 -18.38 -0.026
H -10.53 -6.34 -13.43 0.099
C -7.62 1.94 -16.14 0.065
C -7.00 0.87 -15.72 -0.248
C -6.54 0.67 -14.31 -0.254
O -6.03 -0.35 -13.84 0.114
C -6.69 1.88 -13.45 0.103
C -7.32 3.04 -13.88 -0.213
C -7.74 3.15 -15.28 -0.289
O -8.29 4.15 -15.82 0.057
O -7.43 4.17 -13.12 0.085
O -6.73 -0.13 -16.55 0.118
H -8.11 1.99 -17.10 0.122
H -6.46 1.87 -12.39 0.122
H -7.74 4.87 -13.69 0.101
H -6.50 -0.87 -15.99 0.074


Record 2
52
Properties=species:S:1:pos:R:3:lowdin_spin:R:1 method="wB97M-V/def2-TZVPD" charge=+2 homo_ev="-13.694 / -13.724" total_energy_ha=-4872.0595 spin_multiplicity=4 homo_lumo_gap_ev="7.144 / 5.443"
Re -0.31 -0.46 0.07 2.423
Cl -4.26 -2.70 -5.40 0.005
C -3.29 -1.79 -4.33 0.012
C -3.03 -2.28 -3.05 0.002
Cl -3.69 -3.76 -2.51 -0.001
C -2.22 -1.53 -2.22 0.025
Cl -1.92 -2.02 -0.58 0.071
C -1.62 -0.32 -2.59 0.007
O -0.84 0.34 -1.75 0.120
C -1.92 0.16 -3.87 0.011
Cl -1.24 1.66 -4.34 0.003
C -2.75 -0.56 -4.73 0.000
Cl -3.12 0.07 -6.27 -0.001
Cl 1.46 -2.24 4.47 0.015
C 1.80 -0.74 3.75 0.038
C 2.64 0.19 4.39 -0.012
C 2.92 1.41 3.83 0.036
Cl 3.95 2.51 4.66 0.012
C 2.36 1.77 2.58 -0.001
C 2.56 3.00 1.91 0.036
C 1.94 3.23 0.70 -0.001
C 1.11 2.25 0.15 0.024
N 0.91 1.08 0.75 0.000
C 1.52 0.83 1.95 0.005
C 1.22 -0.43 2.51 -0.007
O 0.39 -1.21 1.85 0.134
H 3.06 -0.07 5.35 -0.001
H 3.21 3.75 2.35 0.002
H 2.07 4.16 0.17 -0.001
H 0.61 2.41 -0.79 0.000
I 0.55 -4.48 -1.14 0.001
C 1.76 -2.78 -1.44 0.003
C 2.94 -3.10 -2.11 -0.001
C 3.95 -2.16 -2.22 0.004
C 3.73 -0.91 -1.67 0.000
C 2.52 -0.65 -1.09 0.008
N 1.51 -1.55 -0.95 -0.005
H 3.07 -4.09 -2.51 0.000
H 4.88 -2.40 -2.72 0.000
H 4.49 -0.14 -1.70 0.000
H 2.33 0.34 -0.72 0.002
C -4.14 1.67 2.29 0.017
C -4.16 1.41 0.93 -0.001
C -3.05 0.87 0.33 0.011
N -1.94 0.56 1.02 -0.009
C -1.92 0.81 2.34 0.013
C -2.99 1.36 3.01 -0.002
H -5.01 2.09 2.79 0.001
H -5.04 1.64 0.33 0.000
H -3.04 0.70 -0.74 0.000
H -1.02 0.55 2.89 0.000
H -2.93 1.55 4.07 0.000